Entry 1:
C5H6S | ωB97M-V/def2-TZVPD

The geometry in XYZ format:
```
12
Properties=species:S:1:pos:R:3:forces:R:3:mulliken_charge:R:1
S 3.31976 0.00130 -0.06502 -0.825 1.866 0.149 -0.20
C 1.61566 0.71648 -0.09632 0.358 -4.144 0.634 -0.37
C 0.46086 -0.00898 0.05033 0.766 3.728 0.521 0.41
C -0.35344 -1.24580 0.08558 0.685 -1.826 -1.453 -0.52
C -1.51422 -0.58656 0.06338 0.083 0.947 -0.277 -0.21
C -0.87579 0.80709 0.14689 -1.066 -0.923 0.137 -0.79
H 2.93277 -1.16571 -0.42816 -0.354 -1.690 -0.439 0.10
H 1.71863 1.76426 -0.15193 -0.663 1.008 0.110 0.35
H -0.17553 -2.33869 -0.17612 0.133 1.567 0.883 0.31
H -2.55150 -0.87174 0.02538 -0.078 -0.260 -0.019 0.41
H -1.29805 1.27991 1.05029 1.174 0.044 0.163 0.23
H -1.00411 1.53865 -0.64790 -0.213 -0.316 -0.407 0.29
```
Positions in Å, forces in eV/Å.

Computed properties:
ΔE to the lowest compared entry with this formula, charge and spin: 50.9 kcal/mol
Kohn-Sham gap: 9.02 eV
Maximum force: 4.21 eV/Å

---

Entry 2:
C5H6S | ωB97M-V/def2-TZVPD

The geometry in XYZ format:
```
12
Properties=species:S:1:pos:R:3:forces:R:3:mulliken_spin:R:1
C 0.45590 1.96234 0.21794 -6.218 8.126 2.900 0.71
C 1.14927 0.90974 -0.04245 4.570 -6.927 -4.455 0.86
C -0.79858 -0.36690 0.29583 -1.801 -2.099 2.691 0.07
C 0.26698 -1.41927 -0.10168 0.046 -1.349 0.026 0.02
C -0.42066 0.88386 -0.37893 2.747 0.486 -0.349 -0.03
S 1.93042 -0.59195 0.09008 -1.684 0.769 0.833 0.35
H 0.32437 2.97956 0.72747 0.305 -1.964 -0.754 -0.04
H -1.83219 -0.70184 -0.13719 1.686 0.346 1.150 0.00
H -0.82611 -0.33167 1.46423 -0.225 0.224 -2.053 -0.01
H 0.35001 -2.39354 0.49685 -0.624 1.294 -0.985 0.00
H 0.04299 -1.59426 -1.17819 0.746 -0.368 0.526 0.01
H -0.64240 0.66394 -1.45397 0.452 1.462 0.470 0.06
```
Positions in Å, forces in eV/Å.

Computed properties:
ΔE to the lowest compared entry with this formula, charge and spin: 62.7 kcal/mol
Multiplicity: 3
Kohn-Sham gap (alpha / beta): 5.79 / 6.74 eV
Maximum force: 10.64 eV/Å

---

Entry 3:
C5H6S3 | ωB97M-V/def2-TZVPD

The geometry in XYZ format:
```
14
Properties=species:S:1:pos:R:3:forces:R:3:mulliken_charge:R:1
C 0.89448 -0.79148 1.14010 0.854 1.653 -1.502 -0.86
C 1.56337 -0.52382 0.02518 0.532 -0.710 0.321 -0.11
C 1.62848 0.85856 -0.45916 0.321 -1.625 -1.172 -0.15
C 0.54444 1.56003 -0.77824 1.165 2.762 0.204 -0.31
S -1.16585 1.42007 -0.22148 -0.123 0.577 0.125 -0.07
C -1.89310 -0.18836 -0.33846 0.639 -1.217 -1.259 0.19
S -1.36497 -1.33633 -1.40389 -0.699 0.743 0.942 -0.18
S -3.22031 -0.33380 0.85898 0.264 0.361 -0.080 -0.17
H 0.95494 -1.78023 1.40815 -0.558 -2.004 1.435 0.29
H 0.41203 0.03703 1.62640 -0.305 -0.329 0.641 0.37
H 2.09919 -1.38618 -0.46591 -0.441 1.329 0.227 0.28
H 2.63542 1.20827 -0.74074 -0.683 0.182 0.074 0.31
H 0.89626 2.64971 -1.09946 -1.853 -2.140 0.432 0.23
H -3.98437 -1.39348 0.44855 0.886 0.418 -0.389 0.17
```
Positions in Å, forces in eV/Å.

Computed properties:
ΔE to the lowest compared entry with this formula, charge and spin: 62.1 kcal/mol
Kohn-Sham gap: 8.12 eV
Maximum force: 3.00 eV/Å

---

Entry 4:
C5H6S3 | ωB97M-V/def2-TZVPD

The geometry in XYZ format:
```
14
Properties=species:S:1:pos:R:3:forces:R:3:mulliken_charge:R:1
C 0.27265 -0.09866 2.28526 -1.712 0.402 0.104 -1.40
C -0.19549 -0.65403 0.91455 0.726 -0.640 0.175 0.48
C -1.58158 -0.20305 0.51297 0.063 0.803 0.549 -0.48
S -2.40203 -0.73298 -0.75710 0.009 -0.051 0.093 -0.18
C 0.85394 -0.32036 -0.10931 1.496 -1.257 -1.563 0.13
S 1.93814 -1.51322 -0.56441 -1.051 1.493 0.425 -0.17
C 1.01266 1.01933 -0.78579 -0.235 -1.214 0.671 -0.30
S 0.29290 2.35035 -0.25816 0.050 0.197 -0.198 -0.19
H 1.31598 -0.21204 2.49327 0.610 -0.306 -0.132 0.37
H -0.30658 -0.64404 3.04137 0.240 0.254 0.076 0.36
H 0.02770 0.97943 2.36767 0.117 -0.589 -0.069 0.37
H -0.17691 -1.77791 0.93669 -0.183 1.047 0.129 0.41
H -1.97928 0.59420 1.17618 -0.014 -0.515 -0.425 0.27
H 1.68187 0.93441 -1.64652 -0.116 0.375 0.164 0.34
```
Positions in Å, forces in eV/Å.

Computed properties:
ΔE to the lowest compared entry with this formula, charge and spin: 46.6 kcal/mol
Kohn-Sham gap: 6.95 eV
Maximum force: 2.50 eV/Å